{
  "formula": "C51H48BaBr2NOP2Te",
  "method": "wB97M-V/def2-TZVPD",
  "elements": ["Ba", "Te", "Br", "Br", "P", "P", "O", "N", "C", "C", "C", "C", "C", "C", "C", "C", "C", "C", "C", "C", "C", "C", "C", "C", "C", "C", "C", "C", "C", "C", "C", "C", "C", "C", "C", "C", "C", "C", "C", "C", "C", "C", "C", "C", "C", "C", "C", "C", "C", "C", "C", "C", "C", "C", "C", "C", "C", "C", "C", "H", "H", "H", "H", "H", "H", "H", "H", "H", "H", "H", "H", "H", "H", "H", "H", "H", "H", "H", "H", "H", "H", "H", "H", "H", "H", "H", "H", "H", "H", "H", "H", "H", "H", "H", "H", "H", "H", "H", "H", "H", "H", "H", "H", "H", "H", "H", "H"],
  "coordinates": [[-0.13941, -2.53575, 0.90005], [1.71267, -2.26271, 3.71852], [3.54591, -3.06755, -6.44555], [4.40004, -2.96464, -0.88934], [-1.29062, 4.53513, -0.80186], [-1.37958, 1.13222, -0.55462], [1.40342, -2.60335, -0.81107], [-0.37105, -2.35662, -2.91103], [-0.41092, 4.43904, 0.79924], [-2.80986, 1.76323, 1.73999], [0.97045, 4.31053, 0.92740], [4.58305, 0.90799, 2.71937], [-1.17786, 4.57640, 1.95598], [0.11167, 4.79712, -1.94897], [0.66386, 6.07896, -1.95451], [2.82128, -2.92866, -4.68363], [2.55716, 0.57596, 4.56342], [-3.10075, 1.74219, 3.09285], [-2.19158, 1.20513, 3.99672], [-4.23258, -2.37371, -0.32513], [-3.06217, -3.05423, 1.81441], [0.69269, 0.49995, -2.16234], [1.43529, -2.70817, -4.48777], [0.78128, 4.36231, 3.32308], [-3.74894, -2.01186, 2.64318], [0.41483, 1.01853, -0.89411], [-0.77893, -2.24279, -5.26314], [2.78286, -0.43812, 3.63049], [-2.37916, -4.85934, -1.38877], [-1.00013, 0.67842, 3.52794], [1.48581, 1.37774, -0.07893], [0.64580, 3.84675, -2.81175], [1.99121, 0.37959, -2.62599], [2.26565, 5.42995, -3.62293], [3.80846, -0.24379, 2.70357], [1.56144, 4.27211, 2.18109], [-2.14574, -4.02337, 2.25385], [2.78819, 1.23881, -0.53492], [3.66380, -3.02403, -3.61805], [3.32199, 1.73163, 4.57508], [4.34605, 1.90632, 3.65459], [-1.19058, -2.15023, -3.92144], [-0.59215, 4.51842, 3.20925], [-1.90260, 2.80933, -1.19208], [3.04532, 0.74825, -1.80527], [-2.60012, -1.76680, -3.59836], [1.73404, 6.39179, -2.77403], [-1.59489, 1.26892, 1.25406], [3.16809, -2.91652, -2.32050], [-0.85783, -5.99478, 1.19090], [0.92036, -2.62295, -3.15932], [-1.78246, -4.81674, 1.13005], [1.81393, -2.73525, -2.01002], [0.52794, -2.52705, -5.54744], [-3.24604, -3.21306, 0.43332], [-1.78657, -4.33278, 3.67973], [1.71450, 4.15807, -3.64169], [-2.46364, -4.30439, 0.00094], [-0.70601, 0.71018, 2.17112], [-1.50586, -2.07740, -6.04752], [0.25449, 6.84020, -1.29840], [-2.06986, -5.90677, -1.37304], [-2.24950, 4.71778, 1.87370], [1.24299, 4.30771, 4.29997], [1.79132, 0.43622, 5.31822], [2.18052, -0.03517, -3.60920], [-3.55702, -0.99690, 2.28355], [-3.35081, -4.83255, -1.89268], [-1.21039, 4.59222, 4.09525], [-2.97524, 2.83868, -0.98358], [-1.87346, -3.46383, 4.33343], [-4.83832, -2.13726, 2.64201], [-3.42498, -2.04833, 3.68415], [-1.17618, -6.72822, 1.93768], [-5.17169, -2.30016, 0.23307], [4.06674, 0.62633, -2.14391], [0.17817, -5.73168, 1.46350], [5.38851, 1.01828, 2.00088], [4.01115, -1.01544, 1.96940], [2.12177, 3.39130, -4.28899], [-3.89198, -1.34673, -0.50071], [4.95646, 2.80182, 3.67363], [3.12582, 2.49203, 5.32289], [0.25288, 0.30749, 1.86314], [-4.48069, -2.80711, -1.29594], [-0.28570, 0.22174, 4.20307], [1.31677, 1.77325, 0.91257], [0.87780, -2.59537, -6.56734], [-3.54510, 2.16917, 1.05492], [-0.79319, -6.51187, 0.23315], [1.58894, 4.20884, 0.04595], [3.10430, 5.67166, -4.26359], [-3.25045, -1.82004, -4.47050], [-4.04980, 2.13250, 3.44032], [-2.42193, 1.17473, 5.05403], [-2.42311, -5.12550, 4.09052], [-2.62571, -0.74826, -3.20020], [-1.86541, 2.72592, -2.28330], [0.25479, 2.83998, -2.83119], [3.60334, 1.51082, 0.12028], [2.15230, 7.39068, -2.75390], [2.63301, 4.13946, 2.26652], [-0.12956, 0.17265, -2.78898], [-2.97978, -2.41639, -2.81523], [-0.75247, -4.68047, 3.78466], [-1.66571, -4.33506, -2.03165], [4.72496, -3.17264, -3.76627]],
  "forces_ev_per_a": [[-1.167, 0.528, 0.480], [0.032, 0.031, 0.331], [-0.025, 0.001, 0.105], [0.037, 0.003, 0.085], [-0.091, -0.080, -0.057], [-0.005, 0.121, -0.066], [0.481, -0.156, -0.967], [-0.411, 0.106, -0.049], [0.081, 0.043, 0.035], [-0.003, 0.012, -0.003], [-0.078, -0.021, 0.002], [0.028, 0.017, -0.044], [-0.033, -0.022, -0.020], [-0.031, -0.064, -0.035], [-0.020, 0.065, 0.050], [-0.055, 0.016, -0.026], [-0.093, -0.081, 0.092], [0.025, -0.014, 0.002], [-0.030, -0.020, -0.049], [-0.064, -0.090, -0.197], [0.342, 0.195, 0.344], [-0.057, -0.015, -0.017], [0.092, -0.061, 0.076], [0.001, -0.014, 0.051], [-0.066, 0.032, 0.119], [-0.048, -0.046, -0.069], [0.217, -0.038, -0.115], [0.085, -0.089, -0.022], [-0.050, -0.134, -0.198], [0.008, -0.001, 0.135], [-0.062, 0.035, 0.031], [-0.029, -0.039, 0.032], [0.039, 0.018, -0.041], [0.009, -0.056, -0.018], [0.025, -0.016, -0.121], [0.074, -0.020, 0.011], [-0.383, -0.634, 0.248], [0.013, 0.029, 0.056], [0.163, -0.021, -0.186], [0.021, 0.087, 0.024], [-0.009, 0.050, -0.006], [-0.056, -0.015, 0.143], [-0.033, 0.000, 0.024], [0.081, -0.041, 0.071], [0.052, -0.025, -0.013], [-0.032, 0.035, 0.196], [0.034, 0.047, -0.022], [0.015, -0.017, 0.010], [-0.334, -0.018, 0.215], [0.209, -0.066, -0.002], [0.729, -0.126, -0.214], [-0.269, 0.044, 0.309], [0.598, 0.082, -0.405], [-0.320, 0.065, 0.120], [0.024, 0.307, -0.202], [0.226, -0.037, 0.019], [0.038, 0.031, -0.023], [0.170, -0.108, -0.017], [0.031, 0.015, 0.024], [0.038, -0.008, -0.046], [-0.012, -0.018, 0.000], [-0.028, -0.008, 0.009], [-0.009, -0.012, -0.018], [0.017, -0.012, 0.019], [-0.005, 0.024, -0.028], [0.004, 0.008, 0.005], [0.019, 0.033, -0.025], [0.004, 0.046, 0.018], [0.015, 0.000, 0.002], [0.003, 0.007, 0.029], [-0.046, 0.025, -0.023], [0.006, -0.036, -0.010], [0.018, 0.002, 0.001], [-0.028, 0.007, 0.006], [0.003, 0.015, -0.009], [-0.002, 0.000, -0.002], [-0.060, 0.021, -0.009], [-0.015, 0.004, -0.005], [-0.008, 0.014, 0.002], [0.008, 0.010, -0.004], [0.043, -0.021, -0.031], [-0.004, -0.014, -0.006], [0.008, 0.015, -0.003], [-0.027, -0.002, -0.003], [0.028, -0.009, -0.026], [-0.043, -0.006, -0.039], [0.027, -0.001, -0.043], [0.000, -0.009, -0.030], [-0.003, -0.004, -0.017], [-0.026, 0.002, -0.024], [0.011, 0.028, -0.033], [-0.004, -0.003, -0.001], [0.006, -0.011, -0.011], [0.004, 0.007, 0.005], [-0.002, 0.007, 0.001], [-0.001, 0.017, 0.021], [-0.024, -0.010, 0.000], [0.030, 0.011, -0.002], [0.007, 0.040, 0.013], [0.053, -0.001, 0.045], [0.001, -0.006, 0.000], [-0.002, -0.007, 0.007], [0.008, 0.016, 0.013], [-0.086, -0.027, 0.039], [-0.021, -0.008, -0.039], [-0.020, 0.045, 0.033], [-0.015, 0.002, -0.014]],
  "energy_ev": -223858.447,
  "e_above_lowest_kj_mol": 71.93,
  "charge": -1
}